*1*
Formula: C18H36O18
Source: OMol25
Level of theory: wB97M-V/def2-TZVPD

Positions of all 72 atoms, in Å:
1 C -3.289 5.133 3.418
2 O -3.721 3.991 2.690
3 C -4.971 4.099 2.276
4 O -5.602 5.108 2.446
5 O -5.511 3.023 1.657
6 C -4.595 1.945 1.444
7 H -3.757 6.038 3.003
8 H -2.201 5.085 3.490
9 H -3.614 4.976 4.460
10 H -4.412 1.511 2.425
11 H -3.608 2.272 1.104
12 H -5.008 1.238 0.743
13 C 3.942 -3.104 0.023
14 O 5.207 -3.025 0.689
15 C 5.268 -3.670 1.870
16 O 4.342 -4.186 2.378
17 O 6.526 -3.662 2.347
18 C 6.690 -4.367 3.539
19 H 3.781 -4.116 -0.341
20 H 4.020 -2.477 -0.889
21 H 3.022 -2.856 0.596
22 H 5.896 -4.117 4.223
23 H 7.687 -4.195 3.926
24 H 6.629 -5.449 3.368
25 C -1.673 3.858 -3.727
26 O -0.396 4.476 -3.650
27 C 0.206 4.441 -2.402
28 O -0.226 3.816 -1.495
29 O 1.394 5.148 -2.405
30 C 2.013 5.177 -1.187
31 H -1.623 2.768 -3.827
32 H -2.193 4.156 -4.641
33 H -2.309 4.044 -2.857
34 H 3.033 5.500 -1.226
35 H 1.932 4.201 -0.692
36 H 1.452 5.846 -0.573
37 C -1.320 -0.262 -6.450
38 O -0.816 0.479 -5.357
39 C -0.411 -0.353 -4.371
40 O -0.246 -1.569 -4.511
41 O -0.168 0.415 -3.290
42 C 0.358 -0.379 -2.184
43 H -2.391 -0.448 -6.386
44 H -0.883 -1.254 -6.440
45 H -1.072 0.185 -7.420
46 H -0.375 -1.079 -1.771
47 H 0.638 0.324 -1.397
48 H 1.210 -0.949 -2.564
49 C 1.080 -1.606 2.862
50 O 1.146 -0.517 1.966
51 C -0.021 0.184 1.910
52 O -1.070 -0.114 2.396
53 O 0.164 1.345 1.201
54 C -0.998 2.139 1.114
55 H 1.583 -1.330 3.780
56 H 1.587 -2.526 2.556
57 H 0.059 -1.889 3.061
58 H -1.742 1.917 1.924
59 H -1.544 1.959 0.189
60 H -0.731 3.218 1.024
61 C -2.291 -2.681 -0.119
62 O -0.990 -2.960 0.196
63 C -0.743 -4.277 0.441
64 O -1.556 -5.133 0.615
65 O 0.608 -4.399 0.494
66 C 1.073 -5.569 1.126
67 H -2.413 -1.642 -0.505
68 H -2.991 -2.717 0.754
69 H -2.673 -3.372 -0.868
70 H 1.920 -5.416 1.782
71 H 1.458 -6.323 0.419
72 H 0.233 -6.026 1.623

The calculation puts the gap between HOMO and LUMO at 0.41190 Ha. The HOMO energy comes out at -10.765 eV. As for the SMILES: COC(=O)OC.COC(=O)OC.COC(=O)OC.COC(=O)OC.COC(=O)OC.COC(=O)OC.



*2*
Formula: C18H36O18
Source: OMol25
Level of theory: wB97M-V/def2-TZVPD

Positions of all 72 atoms, in Å:
1 C 5.319 1.401 -2.453
2 O 4.388 0.381 -2.166
3 C 4.437 -0.274 -1.059
4 O 5.194 -0.109 -0.103
5 O 3.573 -1.175 -1.144
6 C 3.173 -1.796 0.048
7 H 6.363 1.171 -2.239
8 H 5.201 2.172 -1.692
9 H 5.191 1.827 -3.448
10 H 3.825 -2.458 0.619
11 H 2.189 -2.245 -0.085
12 H 2.858 -0.943 0.649
13 C -1.007 -1.098 -2.698
14 O -1.584 -0.106 -3.551
15 C -2.397 0.868 -3.082
16 O -2.641 1.224 -1.884
17 O -2.968 1.267 -4.141
18 C -3.943 2.267 -4.097
19 H -0.472 -1.848 -3.280
20 H -1.813 -1.593 -2.157
21 H -0.205 -0.694 -2.080
22 H -4.912 1.796 -4.262
23 H -3.665 3.073 -4.777
24 H -4.040 2.588 -3.060
25 C -0.427 3.057 -0.073
26 O -0.418 4.185 0.765
27 C -1.366 4.404 1.704
28 O -2.438 3.769 1.869
29 O -0.866 5.382 2.436
30 C -1.566 5.881 3.515
31 H -1.437 2.761 -0.356
32 H 0.231 2.288 0.331
33 H 0.000 3.505 -0.970
34 H -1.905 5.162 4.260
35 H -2.368 6.501 3.116
36 H -0.935 6.572 4.075
37 C -2.207 -0.031 0.274
38 O -1.123 0.830 -0.029
39 C 0.181 0.351 -0.008
40 O 0.623 -0.719 0.433
41 O 0.962 1.288 -0.563
42 C 2.370 1.185 -0.570
43 H -2.271 -0.827 -0.468
44 H -3.055 0.638 0.126
45 H -2.297 -0.436 1.281
46 H 2.967 1.947 -1.071
47 H 2.595 0.215 -1.014
48 H 2.779 1.094 0.436
49 C -1.330 -0.876 5.041
50 O -2.630 -0.626 4.568
51 C -2.978 -1.136 3.326
52 O -2.206 -1.487 2.446
53 O -4.361 -0.900 3.076
54 C -5.090 -1.412 1.935
55 H -1.315 -0.529 6.074
56 H -0.624 -0.441 4.333
57 H -1.224 -1.956 5.137
58 H -5.035 -2.488 1.772
59 H -4.830 -0.884 1.017
60 H -6.175 -1.313 1.971
61 C 0.817 -2.404 -1.159
62 O 1.968 -3.184 -1.353
63 C 2.242 -4.167 -0.524
64 O 1.610 -4.452 0.470
65 O 3.355 -4.816 -1.020
66 C 3.938 -5.964 -0.369
67 H -0.060 -3.030 -1.324
68 H 0.755 -1.637 -1.931
69 H 0.877 -1.998 -0.149
70 H 4.991 -5.874 -0.105
71 H 3.886 -6.811 -1.053
72 H 3.327 -6.313 0.464

The calculation puts the gap between HOMO and LUMO at 0.37123 Ha. The HOMO energy comes out at -9.557 eV. As for the SMILES: COC(=O)OC.COC(=O)OC.COC(=O)OC.COC(=O)OC.COC(=O)OC.COC(=O)OC.



Relative to the most stable structure, the computed energies are *1* 0.0; *2* 215.2, all in kcal/mol.



*1*
Formula: C9H8N2
Source: OMol25
Level of theory: wB97M-V/def2-TZVPD

Positions of all 19 atoms, in Å:
1 C 1.643 0.031 2.130
2 C 0.283 0.050 1.321
3 C -0.841 0.029 2.161
4 C -1.324 0.121 -0.391
5 C -1.688 -0.205 -1.779
6 C -0.664 -0.272 -2.755
7 C 0.687 0.081 -2.308
8 C 1.050 0.094 -0.957
9 C 0.037 0.093 -0.010
10 H 2.244 0.661 1.314
11 H 1.483 0.835 3.214
12 H 2.021 -1.135 2.246
13 H -0.745 -0.217 3.190
14 H -2.672 -0.636 -2.032
15 H -0.777 -0.490 -3.836
16 H 1.538 0.086 -3.013
17 H 2.121 0.141 -0.585
18 N -2.060 0.369 1.697
19 N -2.338 0.363 0.394

The calculation puts the gap between HOMO and LUMO at 0.31350 Ha. The HOMO energy comes out at -8.796 eV.



*2*
Formula: C9H8N2
Source: OMol25
Level of theory: wB97M-V/def2-TZVPD

Positions of all 19 atoms, in Å:
1 C 2.163 -1.127 1.149
2 C 1.427 0.004 0.628
3 C 0.909 1.270 0.693
4 C -0.200 1.961 1.254
5 C -1.387 1.561 0.742
6 C -1.435 0.530 -0.333
7 N -2.581 -0.150 -0.536
8 C -2.225 -1.083 -1.520
9 C -0.880 -0.928 -1.870
10 N -0.452 0.166 -1.198
11 C 1.135 0.673 -0.593
12 H 3.091 -0.891 1.860
13 H 2.603 -1.809 0.267
14 H 1.483 -1.846 1.793
15 H -0.135 2.572 2.171
16 H -2.447 1.600 1.036
17 H -2.822 -1.979 -1.690
18 H -0.102 -1.372 -2.489
19 H 1.855 0.847 -1.366

The calculation puts the gap between HOMO and LUMO at 0.29884 Ha. The HOMO energy comes out at -7.941 eV. As for the SMILES: CC1=C2C=Cc3nccn3[C@H]12.



Relative to the most stable structure, the computed energies are *1* 0.0; *2* 34.8, all in kcal/mol.



*1*
Formula: H4N3P
Source: OMol25
Level of theory: wB97M-V/def2-TZVPD

Positions of all 8 atoms, in Å:
1 N 1.189 -1.033 0.089
2 N 0.732 1.261 0.457
3 N 0.447 0.035 0.166
4 P -1.280 0.080 0.273
5 H 0.538 -1.822 0.055
6 H 1.636 1.584 0.323
7 H -1.756 -0.913 -0.538
8 H -1.506 0.808 -0.825

The calculation puts the gap between HOMO and LUMO at 0.35830 Ha. The HOMO energy comes out at -9.291 eV.



*2*
Formula: H4N3P
Source: OMol25
Level of theory: wB97M-V/def2-TZVPD

Positions of all 8 atoms, in Å:
1 N -0.002 0.448 -0.700
2 N -2.215 1.005 0.159
3 N 1.095 0.685 -0.055
4 P -1.344 -0.244 -0.073
5 H 1.483 1.658 -0.332
6 H 1.563 0.017 0.628
7 H -0.974 -1.014 0.986
8 H -1.422 -1.268 -0.916

The calculation puts the gap between HOMO and LUMO (spin up / spin down) at 0.28864 / 0.32560 Ha. The HOMO energy (spin up / spin down) comes out at -8.533 / -9.147 eV.



Relative to the most stable structure, the computed energies are *1* 0.0; *2* 39.9, all in kcal/mol.



*1*
Formula: C3H6OS2
Source: OMol25
Level of theory: wB97M-V/def2-TZVPD

Positions of all 12 atoms, in Å:
1 C -0.209 1.028 -0.728
2 C 0.824 0.600 0.221
3 C -0.043 -0.507 -0.461
4 O -0.960 -1.122 0.180
5 S -0.551 -1.984 2.497
6 S -0.715 -1.642 4.448
7 H -1.123 1.441 -0.332
8 H 0.070 1.370 -1.712
9 H 1.858 0.609 -0.085
10 H 0.649 0.722 1.278
11 H 0.510 -1.057 -1.230
12 H -1.809 -2.346 2.200

The calculation puts the gap between HOMO and LUMO (spin up / spin down) at 0.16850 / 0.16853 Ha. The HOMO energy (spin up / spin down) comes out at -7.606 / -7.607 eV.



*2*
Formula: C3H6OS2
Source: OMol25
Level of theory: wB97M-V/def2-TZVPD

Positions of all 12 atoms, in Å:
1 C -0.617 -0.174 1.154
2 C -0.645 0.537 -0.052
3 S -1.726 -0.329 -1.053
4 C 0.879 0.618 -0.446
5 O 1.220 1.712 -0.717
6 S 1.827 -0.948 -0.449
7 H -1.605 0.071 1.905
8 H 0.532 -0.139 1.493
9 H -0.861 -1.244 0.796
10 H -0.773 1.626 0.073
11 H -0.924 -1.333 -1.296
12 H 2.695 -0.397 -1.408

The calculation puts the gap between HOMO and LUMO at 0.35063 Ha. The HOMO energy comes out at -9.075 eV. As for the SMILES: C[C@H](S)C(=O)S.



Relative to the most stable structure, the computed energies are *1* 50.6; *2* 0.0, all in kcal/mol.



*1*
Formula: C3H6OS2
Source: OMol25
Level of theory: wB97M-V/def2-TZVPD

Positions of all 12 atoms, in Å:
1 C -0.353 -0.664 0.016
2 C -1.651 0.124 0.298
3 O -2.626 -0.280 0.867
4 C 0.774 0.088 0.714
5 S 2.242 -0.825 0.723
6 S 0.870 0.966 -2.202
7 H -0.326 -0.636 -1.079
8 H -0.507 -1.699 0.332
9 H -1.477 1.224 0.288
10 H 0.851 0.521 1.711
11 H 0.583 1.148 -0.056
12 H 1.620 0.034 -1.612

The calculation puts the gap between HOMO and LUMO at 0.20172 Ha. The HOMO energy comes out at -9.396 eV.



*2*
Formula: C3H6OS2
Source: OMol25
Level of theory: wB97M-V/def2-TZVPD

Positions of all 12 atoms, in Å:
1 C -1.877 -0.089 0.037
2 O -0.585 0.505 -0.106
3 C 0.396 -0.528 -0.006
4 C 1.853 0.083 0.018
5 S 3.264 -0.797 -0.017
6 S 2.100 1.817 0.003
7 H -2.014 -0.417 1.054
8 H -1.934 -1.002 -0.648
9 H -2.614 0.600 -0.267
10 H 0.386 -1.192 -0.906
11 H 0.274 -1.016 0.948
12 H 0.751 2.035 -0.109

The calculation puts the gap between HOMO and LUMO at 0.31261 Ha. The HOMO energy comes out at -8.677 eV. As for the SMILES: COCC(=S)S.



Relative to the most stable structure, the computed energies are *1* 96.6; *2* 0.0, all in kcal/mol.



*1*
Formula: C3H6OS2
Source: OMol25
Level of theory: wB97M-V/def2-TZVPD

Positions of all 12 atoms, in Å:
1 C 2.388 0.340 1.120
2 S 1.001 1.381 0.625
3 C 0.020 -0.036 0.289
4 O 0.456 -1.146 0.473
5 C -1.396 0.229 -0.196
6 S -1.829 -1.000 -1.475
7 H 2.909 -0.375 0.372
8 H 2.146 -0.311 1.971
9 H 3.101 1.088 1.314
10 H -1.569 1.180 -0.732
11 H -2.107 0.342 0.708
12 H -0.960 -2.044 -1.087

The calculation puts the gap between HOMO and LUMO at 0.36091 Ha. The HOMO energy comes out at -9.150 eV. As for the SMILES: CSC(=O)CS.



*2*
Formula: C3H6OS2
Source: OMol25
Level of theory: wB97M-V/def2-TZVPD

Positions of all 12 atoms, in Å:
1 O -2.904 0.376 -0.462
2 C -2.021 -0.425 -0.716
3 C -0.488 -0.407 -0.272
4 C 0.237 0.952 0.014
5 S 1.947 0.589 -0.500
6 S 2.361 -0.791 1.221
7 H -2.237 -1.346 -1.212
8 H -0.076 -1.031 -1.025
9 H -0.357 -0.842 0.754
10 H 0.289 1.095 1.139
11 H -0.138 1.755 -0.624
12 H 3.387 0.075 1.683

The calculation puts the gap between HOMO and LUMO at 0.32132 Ha. The HOMO energy comes out at -9.062 eV. As for the SMILES: O=CCCSS.



*3*
Formula: C3H6OS2
Source: OMol25
Level of theory: wB97M-V/def2-TZVPD

Positions of all 12 atoms, in Å:
1 O 0.040 1.636 -0.999
2 C 0.022 1.373 0.350
3 C -0.753 0.182 0.896
4 S -1.749 -0.778 -0.221
5 C 0.735 0.193 0.886
6 S 1.722 -0.837 -0.181
7 H -0.620 1.065 -1.325
8 H -0.085 2.282 0.994
9 H -1.159 0.311 1.872
10 H -0.842 -1.693 -0.582
11 H 1.147 0.310 1.896
12 H 1.656 -0.004 -1.216

The calculation puts the gap between HOMO and LUMO at 0.36110 Ha. The HOMO energy comes out at -9.167 eV. As for the SMILES: O[C@H]1[C@@H](S)[C@H]1S.



Relative to the most stable structure, the computed energies are *1* 0.0; *2* 18.4; *3* 15.5, all in kcal/mol.